{"formula": "C32H64F3InO12", "method": "wB97M-V/def2-TZVPD", "e_homo_ev": -7.03, "total_charge": 0, "fmax_ev_per_a": 3.92, "elements": ["In", "C", "O", "O", "C", "F", "F", "F", "C", "C", "H", "H", "H", "H", "H", "H", "C", "C", "O", "H", "H", "H", "H", "H", "C", "C", "O", "H", "H", "H", "H", "H", "C", "C", "O", "C", "H", "H", "H", "H", "H", "H", "C", "C", "O", "C", "H", "H", "H", "H", "H", "H", "C", "C", "O", "C", "H", "H", "H", "H", "H", "H", "C", "C", "O", "C", "H", "H", "H", "H", "H", "H", "C", "C", "O", "C", "H", "H", "H", "H", "H", "H", "C", "C", "O", "C", "H", "H", "H", "H", "H", "H", "C", "C", "O", "C", "H", "H", "H", "H", "H", "H", "C", "C", "O", "C", "H", "H", "H", "H", "H", "H"], "coordinates": [[0.15103, 0.24999, 0.53555], [2.65063, 0.01693, -3.31241], [2.17790, -0.87678, -4.40188], [1.82997, -0.16258, -2.15873], [4.23915, 0.00911, -3.07913], [4.55052, 1.00573, -2.16637], [4.73835, -1.15622, -2.58978], [4.93701, 0.32837, -4.15321], [2.48674, -2.21570, -4.29326], [1.94148, -2.71483, -5.66242], [0.87146, -2.62580, -5.85012], [2.43627, -2.10620, -6.41929], [2.18433, -3.77191, -5.77059], [1.95671, -2.75978, -3.51151], [3.55278, -2.43936, -4.25279], [2.39888, 1.03617, -3.60547], [2.80794, 4.14401, -1.56069], [1.71015, 4.19549, -0.42203], [0.97604, 3.06703, -0.19001], [3.60259, 3.42865, -1.34873], [3.26997, 5.10477, -1.78776], [2.31152, 3.85977, -2.48852], [1.02624, 4.99687, -0.70161], [2.08925, 4.66645, 0.48493], [-2.00816, -3.12879, 4.28746], [-1.28136, -1.83189, 3.98339], [-0.76138, -1.60322, 2.70305], [-1.19758, -3.85736, 4.27189], [-2.85551, -3.29322, 3.62183], [-2.48302, -3.05037, 5.26544], [-0.53323, -1.68867, 4.76306], [-2.00822, -1.02941, 4.10910], [-0.43498, -3.25312, -2.39309], [-1.70123, -2.97025, -1.59983], [-1.59112, -2.01478, -0.79887], [-3.02753, -3.77173, -1.69394], [-0.10120, -4.16305, -1.89439], [0.20798, -2.38402, -2.25394], [-0.69726, -3.42861, -3.43641], [-2.96245, -4.85608, -1.60418], [-3.45834, -3.57567, -2.67580], [-3.75355, -3.39728, -0.97229], [-0.82839, 2.28613, -3.58476], [-1.23835, 1.07687, -2.93970], [-1.44885, 1.10633, -1.76237], [-1.46740, -0.14787, -3.89174], [0.20358, 2.17703, -3.91827], [-0.89056, 3.13097, -2.89884], [-1.36416, 2.42867, -4.52324], [-0.54796, -0.60016, -4.26344], [-2.05564, 0.25885, -4.71433], [-2.08762, -0.82536, -3.30485], [2.14344, 0.53050, 5.28947], [2.51381, 1.18124, 4.01899], [1.80052, 1.01679, 3.00558], [3.63517, 2.10987, 4.02625], [1.54681, -0.32618, 4.97606], [1.54514, 1.16527, 5.94309], [3.01661, 0.06824, 5.74987], [3.59970, 2.81431, 4.85728], [3.41694, 2.72341, 3.15216], [4.63174, 1.68971, 3.89052], [2.77130, -4.19280, -0.69936], [2.10464, -3.49217, 0.48443], [1.34051, -2.60785, 0.19944], [2.35069, -4.01094, 1.89494], [3.68828, -4.64743, -0.32442], [3.07772, -3.47326, -1.45861], [2.19079, -5.00877, -1.12983], [1.99199, -3.29359, 2.63307], [3.41846, -3.98158, 2.11201], [1.93742, -5.00513, 2.06498], [-5.25683, 1.21701, -1.94908], [-6.48483, 1.64431, -1.28529], [-6.68823, 1.24205, -0.13247], [-7.27951, 2.69866, -2.06114], [-5.65596, 0.37916, -2.52074], [-4.44277, 0.88068, -1.30698], [-4.88993, 2.01611, -2.59324], [-7.27875, 3.66924, -1.56507], [-8.32722, 2.40294, -2.11547], [-6.93911, 2.86235, -3.08360], [-4.05543, -1.58445, 1.33416], [-3.72319, -0.13836, 1.55313], [-2.76155, 0.42462, 0.99857], [-4.80177, 0.68970, 2.24189], [-4.54455, -1.66751, 0.36362], [-4.81578, -1.96125, 2.01826], [-3.09560, -2.08662, 1.45519], [-5.11883, 1.50983, 1.59773], [-4.31700, 1.11944, 3.11848], [-5.71605, 0.19058, 2.56293], [5.35607, -1.33657, 0.84841], [4.33509, -0.21267, 0.84930], [3.14955, -0.53297, 0.95524], [4.78131, 1.24421, 0.85454], [4.83656, -2.26799, 1.07349], [6.18448, -1.08535, 1.51077], [5.74021, -1.32576, -0.17160], [3.97223, 1.95982, 0.70818], [5.45276, 1.41141, 0.01234], [5.30927, 1.57997, 1.74707], [-0.39420, 4.62488, 3.22791], [-1.26345, 3.35215, 3.18348], [-0.81200, 2.24557, 2.77775], [-2.70533, 3.50069, 3.57767], [-0.57842, 5.32112, 2.40974], [0.57582, 4.31960, 2.83553], [-0.20024, 5.06026, 4.20817], [-3.21429, 2.81756, 2.89766], [-2.95573, 4.54677, 3.40129], [-2.62190, 3.13503, 4.60111]], "forces_ev_per_angstrom": [[0.26, 0.03, 0.24], [-2.92, -0.34, 2.39], [1.43, 2.78, 1.73], [2.22, -0.75, -1.65], [-1.42, 0.36, 1.18], [-0.39, -1.05, -0.47], [-0.19, 0.51, -0.05], [0.18, -0.20, -0.82], [-1.33, -1.34, -1.95], [0.83, -0.57, 0.35], [-0.09, 0.26, 0.59], [0.08, -0.29, -0.18], [0.14, -0.08, -0.31], [0.12, 0.31, 0.46], [0.12, 0.12, 0.12], [0.58, 0.14, -0.93], [-0.89, -0.24, 0.49], [1.18, -0.70, -0.52], [-0.50, 0.08, -0.48], [-0.12, -0.09, 0.05], [-0.06, 0.24, 0.43], [-0.01, -0.32, 0.01], [-0.84, 0.25, -0.47], [0.63, -0.15, 0.64], [0.16, 0.18, -0.47], [0.06, 2.24, -1.02], [0.23, -1.34, 0.00], [-0.69, -0.73, -0.06], [0.42, -0.42, -0.43], [0.44, -0.02, 0.29], [0.38, 0.06, 0.18], [-0.48, 0.51, 0.47], [-1.78, -0.22, 0.22], [0.62, 2.35, 2.06], [-1.16, -1.98, -1.35], [0.46, 0.74, -0.24], [0.69, -0.12, -0.39], [0.23, -0.30, -0.01], [0.31, -0.25, -0.10], [0.44, 0.06, 0.05], [0.06, -0.01, -0.23], [0.32, 0.02, 0.13], [0.95, 1.84, -1.44], [-0.02, -1.71, -1.13], [-0.36, -1.04, 1.73], [-0.52, 1.06, 1.45], [0.29, -0.06, 0.13], [-0.04, -0.01, -0.20], [-0.24, 0.29, 0.07], [0.07, 0.12, 0.21], [0.03, -0.25, -0.21], [0.19, -0.34, -0.25], [-0.32, -1.81, -0.22], [-2.70, -0.65, -2.08], [1.93, 0.37, 2.11], [0.46, 1.88, -1.21], [-0.45, 0.07, 0.26], [0.33, 0.06, 0.09], [0.11, 0.54, 0.51], [0.18, -0.39, 0.39], [0.48, 0.16, -0.22], [-0.14, -0.22, 0.34], [1.24, -0.21, 0.89], [-0.65, -0.66, -1.04], [-0.42, 0.63, 0.68], [0.43, 1.20, 0.15], [0.19, -0.25, -0.12], [-0.43, 0.08, 0.00], [-0.30, 0.20, 0.06], [-0.72, -0.08, -0.20], [0.26, -0.60, -0.32], [0.10, 0.03, -0.13], [0.71, -0.26, -0.82], [0.57, 0.82, 2.72], [-0.97, 0.90, -2.01], [-0.93, -0.44, 0.28], [0.58, -0.25, -0.67], [-0.30, -0.07, 0.22], [0.04, -0.31, -0.30], [0.22, -0.12, 0.29], [-0.10, -0.04, 0.07], [0.22, -0.26, 0.14], [0.49, 0.06, 0.70], [-0.24, 1.44, -1.96], [-1.52, -1.10, 1.52], [0.57, 0.50, 0.36], [0.54, -0.02, -0.33], [0.24, 0.13, 0.36], [-0.19, -0.57, -0.56], [0.26, -0.04, -0.04], [-0.15, 0.09, 0.18], [0.31, -0.41, -0.15], [-0.19, 1.15, -0.54], [-1.96, -0.37, 1.39], [1.42, 0.70, -0.41], [0.09, 0.20, -0.80], [0.31, 0.10, 0.03], [0.01, -0.28, 0.11], [0.23, -0.39, -0.09], [-0.39, -0.46, 0.04], [0.22, -0.11, 0.02], [0.12, -0.55, 0.14], [1.48, -1.41, -0.99], [1.66, -2.09, -1.84], [-1.23, 3.46, 1.37], [1.48, -0.36, -0.91], [-1.13, 0.42, 0.47], [0.38, -0.51, 0.45], [-0.62, 0.20, -0.10], [-0.41, 0.12, 0.47], [-0.50, -0.18, 0.64], [-1.03, 0.32, 0.27]]}